{"formula": "C17H64N32O19", "method": "the ωB97M-V functional and the def2-TZVPD basis", "energy_ev": -105267.05094, "molar_mass_g_mol": 1020.90, "multiplicity": 1, "orbital_gap_ha": 0.2948, "largest_force_ev_per_a": 9.57, "e_above_lowest_kcal_mol": 28.7, "total_charge": -2, "homo_energy_ev": -4.59, "elements": ["C", "O", "O", "O", "C", "O", "N", "N", "H", "H", "H", "H", "C", "O", "N", "N", "H", "H", "H", "H", "C", "O", "N", "N", "H", "H", "H", "H", "C", "O", "N", "N", "H", "H", "H", "H", "C", "O", "N", "N", "H", "H", "H", "H", "C", "O", "N", "N", "H", "H", "H", "H", "C", "O", "N", "N", "H", "H", "H", "H", "C", "O", "N", "N", "H", "H", "H", "H", "C", "O", "N", "N", "H", "H", "H", "H", "C", "O", "N", "N", "H", "H", "H", "H", "C", "O", "N", "N", "H", "H", "H", "H", "C", "O", "N", "N", "H", "H", "H", "H", "C", "O", "N", "N", "H", "H", "H", "H", "C", "O", "N", "N", "H", "H", "H", "H", "C", "O", "N", "N", "H", "H", "H", "H", "C", "O", "N", "N", "H", "H", "H", "H"], "xyz": [[0.4330, 0.4781, 0.1471], [0.0561, 0.0245, 1.2359], [0.8416, -0.2356, -0.7833], [0.7115, 1.6764, 0.0948], [-3.2199, -3.5832, 5.3426], [-3.6912, -2.6108, 5.8807], [-3.2194, -3.7109, 4.0323], [-2.5718, -4.5489, 5.8627], [-3.2842, -2.8539, 3.5017], [-2.6131, -4.4208, 3.6470], [-2.4787, -4.6034, 6.8669], [-2.2787, -5.3689, 5.3512], [2.6354, -0.8535, 4.0828], [3.1095, -1.6254, 4.9408], [2.7393, 0.4368, 4.1368], [1.9822, -1.3571, 3.0682], [2.4580, 0.8691, 3.2684], [2.9470, 0.9394, 4.9879], [1.9437, -2.3618, 2.9725], [1.4691, -0.6961, 2.5026], [4.2208, 0.9459, 1.1742], [5.2331, 0.7648, 1.8439], [3.3779, 2.0265, 1.0937], [3.7873, 0.0755, 0.4082], [3.7947, 2.9403, 1.2002], [2.5219, 1.9239, 0.5676], [3.9781, -0.8591, 0.7403], [2.8661, 0.1337, -0.0018], [-2.5421, 0.1420, 3.9096], [-3.4988, 0.0314, 4.6676], [-1.4307, -0.4631, 4.2790], [-2.5088, 0.6364, 2.7035], [-1.5230, -1.1144, 5.0454], [-0.6085, -0.4077, 3.6951], [-1.6615, 0.4496, 2.1866], [-3.3039, 0.9144, 2.1461], [0.1042, 4.7070, -4.2874], [0.4569, 3.7338, -4.8469], [0.6099, 5.8463, -4.5652], [-0.8077, 4.8966, -3.4706], [1.3623, 5.7159, -5.2262], [0.4156, 6.6600, -3.9992], [-0.5602, 5.6237, -2.8147], [-1.3070, 4.0826, -3.1417], [-2.6513, -4.2134, -3.3856], [-2.3680, -3.0960, -3.1183], [-1.9257, -5.1918, -3.0973], [-3.7935, -4.7196, -3.7786], [-2.1685, -6.0346, -3.5982], [-0.9300, -5.0303, -3.1484], [-4.6318, -4.1699, -3.9014], [-3.9349, -5.7120, -3.9023], [-2.2709, 1.4247, -2.5432], [-3.0721, 1.5645, -3.4241], [-1.8978, 2.3889, -1.7563], [-1.5298, 0.3830, -2.4531], [-1.1936, 2.1129, -1.0869], [-2.4466, 3.2361, -1.7227], [-1.6412, -0.4137, -3.0639], [-0.8602, 0.3270, -1.6991], [-0.5446, 4.0651, 2.3973], [-1.0021, 4.9988, 2.9501], [-0.4993, 2.8402, 2.9342], [0.0960, 3.9612, 1.2679], [-1.3161, 2.5893, 3.4727], [0.0266, 2.1229, 2.4556], [0.3035, 4.8156, 0.7710], [0.2452, 3.0569, 0.8436], [2.6329, 2.8600, -2.5020], [3.6228, 3.3864, -3.0332], [1.6858, 3.3890, -1.7168], [2.4999, 1.6209, -2.5412], [1.5181, 4.3841, -1.6734], [1.0600, 2.8236, -1.1611], [1.7421, 1.2459, -1.9887], [3.2413, 0.9739, -2.7689], [5.7183, 0.0035, -3.0051], [4.7210, -0.6071, -3.3081], [5.8370, 0.8958, -2.0238], [6.8058, -0.1180, -3.6894], [5.0502, 1.1987, -1.4677], [6.7986, 1.1299, -1.8224], [7.5851, 0.4067, -3.3186], [6.8659, -0.7670, -4.4609], [3.3937, -3.0330, -0.4987], [4.2606, -3.7962, -0.1418], [3.4160, -2.4184, -1.6411], [2.3337, -2.6412, 0.1922], [4.2508, -2.3125, -2.1996], [2.7241, -1.7355, -1.9151], [1.7277, -1.9108, -0.1531], [2.0428, -3.2782, 0.9201], [-5.1550, 1.3157, 0.5482], [-5.9589, 1.2060, 1.3941], [-4.7153, 2.5250, 0.0982], [-4.3556, 0.3913, 0.2048], [-5.2757, 3.3576, 0.2108], [-4.1489, 2.3535, -0.7203], [-3.6092, 0.6505, -0.4243], [-4.3659, -0.5238, 0.6321], [1.1652, -4.7360, 3.1413], [1.9888, -4.3205, 2.3603], [0.0921, -5.4588, 2.8014], [1.4534, -4.9534, 4.4325], [-0.1528, -5.3882, 1.8241], [-0.2444, -6.1956, 3.4047], [2.2899, -4.6418, 4.9051], [0.7114, -5.2994, 5.0239], [-3.6459, 5.6205, -0.9338], [-3.6899, 4.7711, -1.8309], [-3.2994, 5.4476, 0.3039], [-3.8291, 6.8545, -1.2652], [-3.2521, 4.4510, 0.4610], [-3.3117, 6.1725, 1.0070], [-3.9621, 6.9871, -2.2576], [-4.0688, 7.5906, -0.6164], [0.9685, -2.5559, -3.8831], [0.7640, -3.5782, -4.5147], [2.0250, -1.7561, -4.1554], [0.2975, -2.1475, -2.8838], [2.3771, -1.9330, -5.0854], [2.4668, -1.0535, -3.5799], [-0.5359, -2.6847, -2.6919], [0.5080, -1.3074, -2.3641], [-1.8029, -2.8639, 0.5319], [-2.3475, -3.9583, 0.4741], [-1.8360, -1.9425, -0.3733], [-1.0583, -2.4205, 1.5378], [-2.2237, -2.2239, -1.2625], [-1.2307, -1.1756, -0.1172], [-0.8829, -3.0658, 2.2947], [-0.6223, -1.5162, 1.4269]], "atomic_forces_ev_per_a": [[2.483, -0.571, 0.967], [-2.244, -1.687, 2.742], [-0.054, -2.561, -2.687], [-0.316, 4.635, -0.719], [-1.505, 3.784, -1.604], [-0.450, 0.346, 1.591], [-0.303, -0.102, -3.884], [3.042, -4.958, 4.546], [-0.210, -0.132, -0.067], [-0.164, 0.406, -0.453], [-0.156, 0.048, -0.218], [-0.204, 0.392, 0.110], [1.420, -3.907, 3.094], [0.046, 0.329, 0.397], [-0.205, 3.207, -0.533], [-1.376, -0.008, -1.881], [0.217, 1.051, 0.546], [0.089, -0.246, -0.541], [0.129, 0.292, -0.324], [-0.292, -0.706, -0.666], [1.760, 4.433, 3.247], [0.280, 1.230, 0.504], [0.991, 1.975, 1.384], [-2.706, -7.457, -4.385], [-0.382, -0.086, 0.123], [-0.038, 0.430, -0.130], [0.238, -0.372, -0.469], [0.013, 0.049, -0.193], [-2.629, -1.738, 2.222], [-1.045, 1.078, -0.243], [3.138, -0.912, 0.642], [0.174, 1.565, -3.096], [0.266, 0.348, -0.117], [0.080, -0.430, 0.343], [0.007, 0.172, -0.409], [-0.044, -0.022, 0.735], [2.068, -1.120, -2.630], [0.796, -4.287, -1.996], [4.156, 5.192, -2.572], [-6.872, -0.538, 6.645], [0.346, 1.055, 0.350], [0.546, -0.008, -0.751], [-1.023, -0.399, 0.380], [0.006, 0.138, 0.373], [-2.364, 1.162, 0.484], [0.041, 4.298, 0.086], [6.509, -6.247, 0.833], [-5.557, 0.160, -2.315], [0.488, -0.142, 0.406], [0.298, 0.154, 0.257], [0.409, 0.164, 0.060], [0.115, 0.511, 0.163], [-0.570, 0.663, -2.760], [-2.950, 0.408, -1.797], [0.766, 2.438, 3.024], [2.369, -4.361, 1.020], [0.013, 1.024, 0.407], [-0.069, 0.142, 0.269], [-0.097, 0.245, 0.078], [0.281, -0.479, -0.526], [1.363, -3.270, 0.201], [-2.080, 4.096, 1.369], [-0.847, -1.919, 2.333], [1.335, 2.901, -3.530], [0.403, -0.329, 0.096], [-0.507, -0.233, 0.077], [0.013, -0.240, -0.071], [0.298, -0.276, -0.304], [2.695, 4.327, -0.293], [-0.439, 1.463, 0.111], [-1.205, 3.316, 0.579], [-1.271, -7.816, 0.088], [0.456, -0.246, -0.265], [0.191, -0.367, -0.113], [0.031, -0.708, -0.138], [0.027, 0.338, -0.380], [-2.151, 0.555, 0.987], [-2.190, -0.684, -0.360], [0.343, 0.651, 0.980], [4.075, -0.362, -1.957], [0.336, -0.192, 0.111], [-0.768, 0.565, 0.706], [0.305, -0.517, -0.962], [0.117, 0.243, 0.408], [-0.016, 0.096, 0.627], [1.123, -1.460, 0.797], [0.944, 2.068, -4.460], [-1.599, -0.435, 2.153], [-0.064, -0.358, 0.320], [0.081, -0.448, 0.614], [-0.283, -0.205, 0.011], [-0.129, 0.387, 0.039], [0.393, 3.688, 1.152], [-4.370, -0.544, 3.013], [0.490, 0.835, -1.067], [3.539, -4.416, -2.458], [-0.048, -0.450, -0.423], [-0.222, 1.493, -0.380], [0.116, -0.869, 0.103], [-0.073, 0.212, -0.253], [2.192, -2.721, 0.768], [-0.094, 1.529, -0.612], [-2.187, 0.196, -1.355], [-0.004, 0.199, 2.536], [-0.414, -0.422, 0.089], [0.018, 0.281, -0.542], [-0.124, 0.423, -0.515], [0.295, 0.340, 0.048], [0.397, -1.273, -2.083], [0.173, -0.931, 0.584], [0.330, -2.135, 2.181], [-1.086, 4.739, -1.855], [0.296, 0.079, 1.382], [0.209, -0.617, -0.013], [-0.219, 0.284, 0.296], [0.159, -0.200, -0.261], [2.760, 0.137, -1.398], [-0.761, -1.242, -1.004], [1.163, 0.221, -2.087], [-3.116, 0.535, 3.463], [0.510, 0.262, 0.455], [-0.384, -0.110, -0.431], [-0.055, 0.294, 0.385], [-0.092, -0.096, 0.098], [0.173, -1.720, 1.453], [-0.466, -1.098, 0.083], [-1.095, 1.791, -2.609], [0.474, -1.382, 2.520], [0.238, 0.705, -0.293], [-0.247, 0.285, -1.442], [0.078, 0.493, -0.057], [0.709, 0.209, 0.693]], "lowdin_charge": [-0.9954, -0.0721, -0.0926, -0.1177, -0.8130, 0.0551, 0.1738, 0.1573, 0.1087, 0.0771, 0.1177, 0.1000, -0.7562, -0.0432, 0.1943, 0.1986, 0.0844, 0.1245, 0.0695, 0.0627, -0.7910, 0.0136, 0.1785, 0.1934, 0.1042, 0.0487, 0.1204, 0.0810, -0.7668, 0.0073, 0.1749, 0.1892, 0.1071, 0.0735, 0.0580, 0.0889, -0.9248, 0.0994, 0.1524, 0.1923, 0.1245, 0.1064, 0.1149, 0.0917, -0.8034, 0.0629, 0.1885, 0.1637, 0.1136, 0.1196, 0.1169, 0.1046, -0.8337, 0.0489, 0.1837, 0.2144, 0.0914, 0.0588, 0.1135, 0.0569, -0.8083, 0.0420, 0.1626, 0.1671, 0.0921, 0.0692, 0.1039, 0.0263, -0.7722, -0.0264, 0.1726, 0.2092, 0.0953, 0.0380, 0.0800, 0.0824, -0.7421, 0.0142, 0.2026, 0.1650, 0.0931, 0.1071, 0.1056, 0.1250, -0.7778, 0.0242, 0.1730, 0.1751, 0.0896, 0.0523, 0.0609, 0.0457, -0.8178, 0.0772, 0.1631, 0.1804, 0.1037, 0.0593, 0.0917, 0.1319, -0.6996, 0.0453, 0.1597, 0.1705, 0.1132, 0.1019, 0.1177, 0.0877, -0.7770, 0.0025, 0.2063, 0.1577, 0.0969, 0.1256, 0.1200, 0.1100, -0.7597, 0.0032, 0.1578, 0.1993, 0.1050, 0.0547, 0.0660, 0.0643, -0.7604, -0.0058, 0.1962, 0.1790, 0.0822, 0.0683, 0.0770, 0.0264]}